No. 1
Here is C10H14CoO5 as an isolated structure from the OMol25 dataset. Energies are from ωB97M-V/def2-TZVPD.

```
30
Properties=species:S:1:pos:R:3:forces:R:3:lowdin_charge:R:1
Co -1.613522 0.145420 -0.570071 -1.190 0.832 0.301 0.3748
O -0.301125 -0.755603 -2.969937 -2.240 1.360 3.782 0.2825
C -0.826606 -0.401059 -1.993828 4.543 -2.633 -7.130 -0.1152
C -1.768034 0.657098 1.085046 -0.172 1.982 8.140 -0.1001
O -1.884376 0.972749 2.201976 0.304 -1.216 -4.745 0.2763
C -1.702027 -1.507816 -0.076326 -1.289 -6.643 1.950 -0.1175
O -1.712108 -2.603542 0.294288 0.291 3.813 -1.269 0.2715
C -1.100359 1.778916 -0.913334 1.600 7.109 -2.239 -0.0997
O -0.685862 2.841320 -1.162871 -1.604 -4.641 1.267 0.2614
C -4.695422 0.354727 -2.128833 0.366 -0.942 -3.351 0.2083
H -4.426949 1.082396 -2.905521 0.035 -0.235 0.262 0.1334
H -4.748690 -0.699628 -2.426762 0.132 0.286 0.115 0.1324
C -5.093186 0.757738 -0.900025 -1.722 1.086 2.740 0.2154
H -5.486012 0.042926 -0.171371 0.201 0.139 -0.058 0.1328
H -5.161190 1.821425 -0.650985 0.141 -0.235 0.035 0.1337
C 2.691186 -2.119442 1.499689 0.676 -0.690 -0.625 -0.0005
C 1.921051 -0.823560 1.728762 -1.363 0.090 0.705 -0.1485
O 1.534924 -0.136507 0.505253 2.599 -0.331 0.737 0.0291
C 2.697890 0.349158 -0.233393 -0.727 0.235 -1.404 -0.1446
C 3.499047 1.423908 0.495157 0.279 0.455 0.832 -0.0011
H 2.149233 -2.774378 0.807454 0.030 0.147 0.158 0.1053
H 2.796424 -2.655210 2.453699 -0.151 0.381 -0.135 0.1269
H 3.695387 -1.942049 1.102550 -0.142 0.027 0.148 0.1013
H 0.967204 -1.067784 2.209753 0.192 0.227 -0.071 0.1338
H 2.504501 -0.143281 2.390180 -0.174 -0.074 -0.608 0.1692
H 3.363570 -0.503655 -0.514848 -0.527 0.221 0.448 0.1714
H 2.268734 0.790086 -1.146064 0.116 -0.322 0.287 0.1352
H 4.022363 1.034943 1.371199 0.004 -0.032 -0.155 0.0999
H 4.250322 1.838586 -0.189813 -0.256 -0.289 -0.014 0.1262
H 2.843630 2.242114 0.808976 0.047 -0.109 -0.104 0.1064
```
Positions in Å, forces in eV/Å.

Summary:
- Charge: +3
- ⟨S²⟩: 6.022
- Orbital gap (spin up / spin down): 7.21 / 6.26 eV
- Spin multiplicity: 5
- Energy above the lowest of the compared OMol25 structures with the same formula, charge and spin: 74.5 kJ/mol
- E_HOMO (spin up / spin down): -18.7 / -22.1 eV


No. 2
Here is C10H14EuN3O4P as an isolated structure from the OMol25 dataset. Energies are from ωB97M-V/def2-TZVPD.

```
33
Properties=species:S:1:pos:R:3:forces:R:3:lowdin_charge:R:1
Eu -1.897793 2.049714 -0.563287 3.044 1.080 0.237 1.1508
C -4.060053 1.156154 -0.593819 -6.480 -3.125 -0.072 -0.0665
O -5.088365 0.650418 -0.611186 3.501 1.798 0.051 0.1921
C -2.880060 4.737195 -1.145300 -1.068 4.685 -0.955 0.0155
O -3.151415 5.837161 -1.372427 1.096 -4.665 0.958 0.1217
C -1.336881 1.860454 -3.081574 1.836 -0.914 -5.746 -0.0253
O -0.979570 1.672416 -4.163925 -1.534 0.824 4.581 0.1505
C -1.857447 2.762757 1.941891 0.377 1.140 4.754 -0.0337
O -1.758052 3.016151 3.054411 -0.331 -0.848 -3.728 0.1548
H 2.628651 4.170797 -0.452322 -0.083 0.061 -0.020 0.0067
H 2.159884 4.728619 -0.609168 0.063 -0.069 0.019 0.0033
C 1.388172 -2.100725 1.792538 1.034 -0.459 -0.783 -0.1561
N -0.029841 -1.986529 1.458895 -0.682 -0.036 0.406 -0.1810
C -0.328966 -2.706135 0.211971 0.825 0.526 0.083 -0.1495
N 0.508603 -2.235705 -0.902127 -0.440 0.015 -0.691 -0.1798
C 1.927603 -2.344669 -0.574823 0.506 -0.437 1.295 -0.1585
N 2.355789 -1.663189 0.708564 -1.918 1.011 -0.530 -0.1289
C 2.255613 -0.174459 0.530592 0.324 -1.367 0.314 -0.3087
P 0.494991 0.267558 0.087847 -1.057 1.346 -0.339 0.8893
C -0.510365 -0.621452 1.471895 1.326 0.209 -1.249 -0.3319
C 0.141651 -0.920047 -1.384077 0.565 0.416 1.591 -0.3328
H 1.589776 -3.179122 1.880808 -0.038 0.374 0.455 0.1381
H 1.644037 -1.548262 2.715850 -0.269 -0.419 -0.375 0.1405
H -1.399046 -2.580657 -0.047916 0.554 -0.365 0.175 0.1383
H -0.018661 -3.738021 0.387988 -0.564 -0.088 -0.096 0.1391
H 2.573492 -1.974448 -1.390364 -0.394 -0.325 0.268 0.1402
H 2.098148 -3.411160 -0.355835 0.204 0.310 -0.499 0.1387
H 2.555141 0.288729 1.495313 -0.221 0.042 -0.745 0.1026
H 2.951745 0.107927 -0.284929 -0.457 0.168 0.507 0.1011
H -1.599232 -0.543647 1.224182 0.561 -0.235 0.467 0.0714
H -0.242605 -0.125030 2.421143 -0.458 -0.219 -0.282 0.0926
H 0.807539 -0.601922 -2.203206 -0.502 -0.187 0.063 0.0941
H -0.942482 -0.850869 -1.647603 0.678 -0.252 -0.114 0.0715
```
Positions in Å, forces in eV/Å.

Summary:
- Charge: +2
- ⟨S²⟩: 15.760
- Orbital gap (spin up / spin down): 5.36 / 5.54 eV
- Spin multiplicity: 8
- E_HOMO (spin up / spin down): -14.3 / -14.3 eV


No. 3
Here is one molecule with the formula C10H14F6N2O2 from the OMol25 dataset. Energies are from ωB97M-V/def2-TZVPD.

```
34
Properties=species:S:1:pos:R:3:forces:R:3:lowdin_charge:R:1
C -2.891769 -0.698770 -1.514542 0.600 -0.284 -12.791 -0.0779
C -2.437155 -0.390758 -0.384127 2.133 8.077 14.622 -0.3137
N -1.419631 -1.062289 0.364060 1.254 -1.651 -1.222 0.1725
C -0.275444 -1.363908 -0.233238 -3.809 2.988 -13.648 -0.4040
O -0.145052 -1.190284 -1.728837 -0.847 -1.247 6.776 -0.1912
N 0.782793 -1.573006 0.313199 5.557 -0.272 8.975 0.0668
C 2.122980 -1.552001 -0.074253 2.244 -6.368 -4.719 -0.1710
C 3.035606 -0.396832 0.225722 -0.574 -2.704 0.939 -0.3386
C 2.585369 0.661331 -0.603377 3.432 3.890 -5.892 -0.1904
C 2.850904 2.001996 0.144668 -6.518 -3.118 1.507 -0.0563
C 2.245353 1.273201 1.437307 0.551 6.119 6.306 -0.2899
O 2.779370 0.062398 1.584837 1.525 -3.254 -0.906 -0.0945
C -3.612952 -0.536635 0.774963 0.182 10.231 -1.043 -0.4576
F -3.261277 0.271168 1.961248 0.390 -2.629 -1.299 0.0171
F -4.806699 0.250570 0.506963 1.593 -2.062 -0.707 0.0371
F -3.916957 -1.676025 1.009503 -1.496 -5.401 1.772 0.3155
C -2.041313 1.394080 -0.368392 0.502 -9.184 -1.888 -0.7745
F -1.523728 1.672344 0.705001 2.278 2.178 6.380 0.2564
F -1.111788 1.533845 -1.248357 1.366 1.035 -3.017 0.2128
F -3.100068 1.969987 -0.594045 -4.465 3.753 -1.483 0.2897
H -3.607537 -0.080845 -1.949014 -1.678 1.031 -0.063 0.1205
H -3.121981 -1.637727 -1.541040 -2.179 -5.843 -0.564 0.0738
H -2.061000 -0.694700 -2.331642 -0.964 0.155 1.531 0.1620
H -1.180386 -0.880935 1.306541 -1.216 0.844 1.323 0.1431
H 0.823405 -1.481455 1.393455 -0.596 -0.345 -1.961 0.2156
H 2.532589 -2.514496 0.302517 0.108 0.730 0.774 0.1205
H 2.147992 -2.113371 -1.279818 -0.048 2.868 3.055 0.2318
H 4.069063 -0.757394 -0.027949 -0.680 0.557 1.109 0.1710
H 3.369765 0.600910 -1.523399 -2.164 0.291 1.430 0.1774
H 1.603252 0.527445 -1.027020 -0.438 0.212 0.108 0.1016
H 2.085423 2.771141 0.018273 0.218 0.026 -0.901 0.1086
H 3.775807 2.408993 0.049150 2.900 0.681 0.627 0.0706
H 2.574738 1.876444 2.565131 -0.381 -1.213 -3.052 0.1711
H 1.130327 1.325584 1.766528 1.222 -0.093 -2.077 0.1240
```
Positions in Å, forces in eV/Å.

Summary:
- Charge: 0
- Orbital gap: 9.23 eV
- SMILES: CC(NC(=O)NC[C@H]1CCCO1)(C(F)(F)F)C(F)(F)F
- E_HOMO: -8.8 eV


No. 4
Here is C10H14I2NRh as an isolated structure from the OMol25 dataset. Energies are from ωB97M-V/def2-TZVPD.

```
28
Properties=species:S:1:pos:R:3:forces:R:3:lowdin_charge:R:1
Rh 1.073156 0.780191 0.172346 -1.852 -0.766 -0.884 0.4787
I 3.756177 1.404124 -0.084501 -0.428 -0.095 0.035 1.0605
C 3.205675 3.442883 0.230483 0.004 -0.013 0.076 -0.9907
I 1.097639 3.452485 0.562310 0.332 0.316 0.300 1.1105
H 3.433159 4.013895 -0.662029 -0.040 -0.026 -0.045 0.0003
H 3.712330 3.820147 1.111193 0.000 -0.028 0.026 -0.0005
C -1.257404 1.039626 -1.366841 -0.934 0.111 -0.196 -0.0529
N -1.317805 0.786600 0.083208 3.094 -0.127 0.451 -0.2882
C -1.855594 1.845160 0.936162 -0.858 0.061 -0.036 -0.0969
C -1.783163 -0.545035 0.492881 -1.116 -0.132 -0.121 -0.1149
C -0.773774 -1.572177 0.184057 -0.051 0.204 0.107 -0.2222
C -1.008451 -2.920007 -0.028828 0.095 -0.299 -0.245 0.0237
C 0.062080 -3.781758 -0.257405 -0.042 0.108 0.012 -0.0054
C 1.371302 -3.310656 -0.276566 -0.258 0.029 -0.199 -0.0248
C 1.618331 -1.959820 -0.058166 0.251 0.265 0.262 -0.0667
C 0.518517 -1.135131 0.130253 1.461 0.079 0.332 -0.1474
H -2.235621 0.884277 -1.836477 -0.018 0.002 0.069 0.1235
H -0.565644 0.355626 -1.856867 0.082 -0.085 0.016 0.0952
H -0.963409 2.068760 -1.558002 0.056 -0.001 0.069 0.0768
H -2.950566 1.861079 0.892400 0.027 -0.107 -0.059 0.1249
H -1.536344 2.818187 0.596674 0.109 0.250 -0.156 0.0117
H -1.572155 1.690144 1.975041 0.113 -0.060 -0.046 0.1054
H -2.721572 -0.791966 -0.017485 -0.072 0.217 0.050 0.1601
H -1.998619 -0.532948 1.561772 0.029 0.127 0.025 0.1525
H -2.022788 -3.300341 -0.019329 0.005 0.022 -0.016 0.1406
H -0.126785 -4.834422 -0.419986 -0.003 -0.006 0.081 0.1321
H 2.201748 -3.983936 -0.439328 0.007 0.022 -0.040 0.1317
H 2.639583 -1.594994 -0.046975 0.007 -0.069 0.134 0.0822
```
Positions in Å, forces in eV/Å.

Summary:
- Charge: +2
- Orbital gap (spin up / spin down): 5.72 / 5.76 eV
- E_HOMO (spin up / spin down): -16.1 / -16.1 eV